[1]
{"formula": "C2H11NO4", "method": "ωB97M-V/def2-TZVPD", "species": ["H", "H", "C", "H", "H", "O", "H", "C", "H", "H", "H", "H", "H", "N", "O", "O", "H", "O"], "xyz": [[0.109854, 1.270634, -1.021338], [0.249663, -0.662040, -0.029425], [1.373425, 0.800155, 0.865814], [-0.928377, 1.604609, -2.171488], [-2.296529, 1.231111, 2.230687], [-0.386106, 0.901769, -1.773683], [1.783161, -2.241438, -0.357638], [2.225297, -1.353380, 0.048860], [-3.156502, -0.845323, -0.336624], [2.790472, -0.778158, -0.683245], [-2.929857, -1.357120, -1.870221], [2.323484, 0.925138, 1.412442], [-1.077973, 0.888210, 1.311808], [1.105415, -0.483612, 0.480357], [0.541111, 1.694596, 0.719400], [-2.570650, -1.049451, -1.051193], [2.889817, -1.561127, 0.892470], [-2.045704, 1.015425, 1.333016]], "atomic_forces_ev_per_a": [[-0.708, 0.431, -0.370], [-0.247, 0.440, -0.058], [-1.453, -0.875, -0.098], [0.434, -0.363, 0.586], [0.171, 0.033, 0.226], [0.206, 0.092, -0.506], [0.160, -0.460, -0.210], [-0.146, 1.366, 0.749], [-0.946, 0.077, -0.009], [0.154, -0.543, -0.337], [-1.004, -0.096, -0.091], [0.008, 0.101, -0.344], [-0.671, 0.487, 0.035], [1.131, 0.107, 0.101], [1.121, -0.058, 0.468], [1.992, -0.045, 0.208], [-0.196, -0.245, -0.107], [-0.008, -0.450, -0.242]], "smiles": "CNC=O.O.O.O", "mol_weight_g_mol": 113.11, "gap_ev": 11.0}

***

[2]
{"formula": "CFN4S", "method": "ωB97M-V/def2-TZVPD", "species": ["N", "C", "N", "N", "S", "F", "N"], "xyz": [[0.162407, -1.053873, 0.271879], [-0.417198, 0.152278, 0.167089], [0.421808, 1.183871, -0.060838], [1.452834, -0.704711, 0.000420], [-2.100370, 0.457639, 0.460044], [-3.013028, -0.536789, -0.568595], [1.543239, 0.554021, -0.145305]], "atomic_forces_ev_per_a": [[0.763, 1.683, -0.645], [-1.724, -0.563, 0.317], [-1.859, -0.636, -0.185], [-0.644, -2.391, 0.540], [-0.661, -0.229, 0.072], [0.918, 0.521, 0.313], [3.207, 1.613, -0.412]], "total_charge": -1, "mol_weight_g_mol": 119.10, "gap_ev": 8.3}

***

[3]
{"formula": "C17H16N2O2S", "method": "ωB97M-V/def2-TZVPD", "species": ["C", "H", "C", "H", "S", "O", "H", "N", "C", "C", "H", "H", "C", "N", "C", "C", "C", "C", "H", "H", "H", "O", "H", "H", "H", "C", "C", "C", "H", "H", "C", "C", "H", "C", "H", "H", "C", "C"], "xyz": [[-0.903637, 2.940260, 0.596124], [5.446068, -1.883700, 0.999710], [-1.182890, 0.544727, 0.609557], [-2.360178, -2.090408, -1.727251], [-0.537805, -1.053877, 0.178946], [1.290547, 2.344935, -1.195980], [-2.524082, 4.092127, 1.385712], [2.455557, -1.761200, 2.678513], [-2.903668, 1.983752, 1.477243], [-2.887457, -2.248766, -0.773367], [-4.245504, -0.857993, -2.557983], [5.576005, 0.907382, -2.233154], [-2.147210, 3.103107, 1.175874], [1.782998, 0.696766, 0.309954], [5.049401, 0.457920, -1.404791], [-0.398454, 1.672847, 0.329460], [3.013029, -1.284577, 1.795155], [3.069785, 0.319903, -0.045876], [-2.381132, -2.111373, 1.330085], [1.397603, 0.183122, 1.093784], [-5.323677, -2.035587, -1.762748], [-3.838701, -1.234349, -0.563607], [-5.431323, -0.302226, -1.346647], [3.297249, 1.656745, -1.694375], [-3.877484, 2.090967, 1.931097], [0.957929, 1.611537, -0.291496], [3.694848, -0.689550, 0.712804], [-4.754186, -1.108673, -1.619313], [-3.391776, -3.229151, -0.824188], [6.665411, -0.858321, -0.894520], [-1.887523, -2.261795, 0.372742], [-2.431105, 0.716003, 1.190227], [-0.294413, 3.794031, 0.340121], [3.768510, 0.885483, -1.108768], [-1.356657, -3.213493, 0.389795], [-3.058582, -0.132912, 1.399387], [4.988252, -1.108794, 0.402525], [5.664256, -0.534869, -0.654745]], "atomic_forces_ev_per_a": [[0.053, -0.039, 0.011], [0.005, -0.032, 0.033], [0.083, -0.225, -0.056], [-0.058, -0.047, 0.116], [-0.051, -0.312, -0.062], [0.061, 0.064, -0.102], [-0.022, 0.089, 0.020], [-0.191, -0.093, 0.224], [0.018, -0.021, 0.009], [-0.010, -0.285, -0.049], [-0.034, 0.004, 0.020], [0.025, 0.048, -0.069], [0.025, 0.052, -0.021], [0.079, -0.127, 0.280], [-0.024, -0.133, 0.157], [-0.369, 0.039, 0.004], [-0.215, -0.284, 0.487], [0.285, -0.111, -0.044], [-0.044, -0.179, 0.053], [-0.061, 0.143, -0.072], [-0.013, 0.042, -0.011], [0.225, -0.013, 0.227], [-0.050, -0.022, -0.094], [-0.010, 0.009, 0.014], [-0.090, 0.017, 0.041], [-0.011, 0.006, 0.136], [0.436, 0.411, -0.758], [-0.057, -0.013, -0.111], [0.023, 0.095, 0.002], [0.074, -0.031, -0.011], [0.015, 0.623, -0.277], [-0.072, 0.058, 0.116], [0.045, 0.078, -0.032], [-0.047, 0.147, -0.162], [-0.015, 0.020, 0.063], [-0.023, -0.039, -0.013], [-0.095, 0.092, -0.041], [0.110, -0.033, -0.029]], "smiles": "COCCSc1ccccc1C(=O)Nc1ccccc1C#N", "mol_weight_g_mol": 312.39, "gap_ev": 8.7}

***

For each record above, in turn, the calculated DFT total energy values are -11932.273, -20549.787, -35798.951 eV.